Below is the molecule C5H9NO3 in a non-equilibrium geometry, with properties calculated with ωB97M-V with the def2-TZVPD basis set.

Structure (XYZ):
```
18
Properties=species:S:1:pos:R:3:forces:R:3:lowdin_charge:R:1
C -0.407 0.514 -2.179 -0.49 -0.16 0.53 0.006
C 0.855 0.021 -1.526 -3.30 0.35 2.36 -0.526
O 1.820 -0.102 -2.133 4.42 -0.55 -2.72 0.185
N 0.834 -0.337 -0.112 -0.81 0.32 0.29 -0.085
C -0.073 -1.467 0.079 0.19 -0.21 -0.41 -0.057
C 0.431 0.832 0.649 0.69 0.08 -0.17 -0.211
O 0.764 0.705 2.023 -0.47 -0.17 -0.69 0.029
C -0.247 0.298 2.819 -0.20 0.65 -2.41 -0.400
O -0.090 0.139 3.952 0.46 -0.64 3.72 0.141
H -1.221 0.653 -1.484 -0.25 0.16 0.20 0.064
H -0.226 1.430 -2.712 0.18 0.31 -0.25 0.090
H -0.729 -0.243 -2.876 -0.06 -0.24 -0.45 0.092
H -1.067 -1.325 -0.349 -0.26 0.22 0.09 0.089
H -0.167 -1.739 1.116 0.02 0.08 0.47 0.082
H 0.355 -2.326 -0.416 0.18 -0.33 -0.17 0.095
H -0.614 1.110 0.522 -0.48 -0.18 0.25 0.120
H 1.006 1.667 0.278 0.28 0.29 -0.03 0.143
H -1.225 0.171 2.347 -0.12 0.03 -0.58 0.144
```
Forces are in eV/Å.

- Relative energy (zero: lowest compared OMol25 entry of this formula, charge and spin): 53.3 kcal per mole
- E_LUMO: 0.6 eV
- HOMO: -9.973 eV
- Multiplicity: 1
- SMILES: CC(=O)N(C)COC=O